(1)
58
Properties=species:S:1:pos:R:3 method="wB97M-V/def2-TZVPD" total_charge=+2 spin_multiplicity=2 homo_energy_ev="-14.1 / -14.1" e_tot_ev=-71772.6690 molar_mass_g_mol=485.51
V 0.116 0.244 -0.271
C 1.458 -2.541 -3.353
C 1.086 -1.762 -2.141
N 0.581 -0.570 -2.148
N 0.354 0.000 -3.367
C -0.132 1.208 -3.243
N -0.440 1.890 -4.347
S -0.485 1.981 -1.700
C 1.333 -2.322 -0.797
C 1.915 -3.559 -0.577
C 2.143 -3.974 0.727
C 1.789 -3.147 1.784
C 1.205 -1.930 1.495
N 0.979 -1.533 0.238
H 1.243 -1.976 -4.252
H 2.522 -2.786 -3.327
H 0.908 -3.484 -3.386
H -0.238 1.488 -5.248
H -0.794 2.829 -4.299
H 2.190 -4.186 -1.412
H 2.599 -4.936 0.917
H 1.961 -3.435 2.810
H 0.908 -1.242 2.280
C 4.390 1.226 -0.381
C 4.468 2.294 0.504
C 3.319 2.727 1.140
C 2.115 2.088 0.887
N 2.044 1.051 0.024
C 3.164 0.639 -0.590
C 0.820 2.463 1.480
C 0.684 3.379 2.516
C -0.581 3.697 2.989
C -1.707 3.109 2.428
C -1.573 2.193 1.394
C -0.308 1.840 0.930
H 5.260 0.859 -0.905
H 5.412 2.788 0.690
H 3.352 3.566 1.819
H 3.062 -0.187 -1.281
H 1.549 3.853 2.960
H -0.688 4.416 3.790
H -2.692 3.376 2.790
H -2.468 1.775 0.949
C -2.586 -1.333 2.245
N -3.406 -1.027 1.066
C -4.876 -1.099 1.188
C -2.825 -0.667 -0.046
C -3.562 -0.345 -1.300
O -1.549 -0.576 -0.091
H -3.209 -1.835 2.977
H -2.187 -0.414 2.675
H -1.770 -1.993 1.960
H -5.117 -1.293 2.227
H -5.270 -1.909 0.577
H -5.330 -0.155 0.897
H -4.629 -0.529 -1.249
H -3.127 -0.937 -2.105
H -3.378 0.705 -1.538

***

(2)
60
Properties=species:S:1:pos:R:3 method="wB97M-V/def2-TZVPD" total_charge=+1 homo_energy_ev=-10.2 e_tot_ev=-90235.3684 molar_mass_g_mol=723.74
Ta -0.319 -0.284 0.413
C 1.786 3.387 -2.112
C 0.764 2.827 -1.164
C 1.062 2.738 0.202
C 2.392 3.210 0.713
C 0.071 2.285 1.095
C 0.351 2.335 2.582
C -1.246 2.003 0.630
C -2.374 2.078 1.649
C -1.508 2.020 -0.763
C -2.892 1.774 -1.286
C -0.478 2.388 -1.651
C -0.758 2.332 -3.123
H 2.381 2.590 -2.568
H 2.472 4.059 -1.607
H 1.318 3.948 -2.917
H 2.611 2.851 1.710
H 2.400 4.304 0.743
H 3.206 2.899 0.062
H 0.459 3.376 2.898
H 1.274 1.818 2.835
H -0.444 1.895 3.174
H -2.339 1.320 2.429
H -3.344 2.005 1.170
H -2.310 3.047 2.148
H -2.877 1.350 -2.285
H -3.440 2.720 -1.336
H -3.455 1.099 -0.647
H -1.579 2.994 -3.402
H -1.066 1.317 -3.394
H 0.105 2.584 -3.728
O 1.516 -0.992 3.886
C 1.237 -1.393 2.814
O 0.073 -0.942 2.161
C 1.895 -2.456 1.959
C 0.783 -3.355 1.384
C 1.358 -4.669 0.882
C 2.075 -4.223 -0.410
C 1.789 -2.732 -0.438
O 0.450 -2.635 0.153
C 2.570 -1.944 0.613
C 2.293 -0.462 0.468
O 2.603 0.369 1.273
O 1.394 -0.174 -0.553
H 2.613 -2.987 2.580
H -0.112 -3.434 1.993
H 2.029 -5.107 1.619
H 0.566 -5.386 0.678
H 3.144 -4.429 -0.416
H 1.636 -4.696 -1.286
H 1.774 -2.280 -1.423
H 3.644 -2.122 0.623
S -5.737 -4.362 -2.679
C -4.627 -3.366 -2.046
S -3.172 -2.892 -2.897
C -2.499 -1.929 -1.614
C -3.198 -1.875 -0.466
S -2.595 -0.981 0.884
S -4.698 -2.762 -0.410
S -1.026 -1.051 -1.802